[1]
Here is C24H32IrN2O4PS as an isolated structure from OMol25. Energies are from the ωB97M-V functional and the def2-TZVPD basis.

The expectation value of S² is 6.0090. As for the charge: +2. The HOMO energy (alpha / beta) is -14.013 / -14.994 eV. Its multiplicity is 5. The LUMO energy (alpha / beta) comes out at -5.25 / -8.53 eV. For the energy above the lowest of the compared OMol25 structures with the same formula, charge and spin, the calculation gives 0.0000 eV. For the HOMO-LUMO gap (alpha / beta), the calculation gives 8.8 / 6.5 eV. The calculation puts the energy at -59523.76658 eV.

Last column: Löwdin spin population.
Geometry (Å):
Ir -1.45 0.09 -0.17  2.77
N -1.84 -0.43 2.06  0.11
C -2.90 -1.46 2.18  0.01
C -2.63 -2.52 1.13  0.01
N -2.60 -1.86 -0.19  0.16
H -0.98 -0.78 2.46  0.00
H -2.10 0.40 2.58  0.01
H -3.86 -0.98 1.99  0.00
H -2.92 -1.90 3.17  0.00
H -3.39 -3.30 1.17  0.00
H -1.66 -2.99 1.30  0.00
H -3.54 -1.63 -0.50  0.01
H -2.19 -2.44 -0.91  0.00
O -1.18 0.71 -4.14  0.03
S -0.60 0.50 -2.87  0.01
O -0.94 1.52 -1.81  0.15
O -0.97 -0.81 -2.21  0.17
C 1.15 0.44 -2.95  0.00
C 1.77 0.76 -4.14  0.00
C 3.15 0.56 -4.24  0.00
C 3.84 0.00 -3.19  0.00
C 3.20 -0.32 -1.99  0.01
C 1.85 -0.04 -1.84  0.02
P 1.08 -0.28 -0.20  0.19
C 1.94 0.73 1.02  0.03
C 1.21 1.17 2.13  0.01
C 1.83 1.86 3.16  0.00
C 3.19 2.13 3.09  0.00
C 3.91 1.73 1.98  0.00
C 3.30 1.03 0.95  0.01
C 1.36 -2.01 0.23  0.03
C 0.88 -3.00 -0.64  0.02
C 1.11 -4.34 -0.33  0.00
C 1.80 -4.68 0.82  0.02
C 2.26 -3.70 1.69  0.00
C 2.04 -2.36 1.40  0.02
H 1.18 1.10 -4.98  0.00
H 3.66 0.82 -5.16  0.00
H 4.90 -0.21 -3.29  0.00
H 3.76 -0.81 -1.20  0.00
H 0.14 1.00 2.18  0.00
H 1.25 2.20 4.02  0.00
H 3.68 2.67 3.90  0.00
H 4.97 1.96 1.91  0.00
H 3.89 0.75 0.09  0.00
H 0.37 -2.73 -1.56  0.00
H 0.76 -5.11 -1.01  0.00
H 1.98 -5.72 1.05  0.00
H 2.81 -3.97 2.58  0.00
H 2.40 -1.59 2.07  0.00
C -4.34 1.09 -1.27  0.01
C -3.61 2.30 -0.75  0.01
O -2.70 1.92 0.33  0.13
C -2.11 3.08 0.99  0.01
C -0.83 3.56 0.36  0.01
H -5.05 1.40 -2.04  0.00
H -4.90 0.59 -0.48  0.00
H -3.66 0.38 -1.76  0.00
H -4.32 3.01 -0.32  0.00
H -3.05 2.80 -1.53  0.00
H -1.97 2.79 2.03  0.00
H -2.86 3.87 0.97  0.00
H -0.08 2.77 0.32  0.00
H -0.42 4.36 0.97  0.00
H -0.99 3.93 -0.65  0.00

[2]
Here is one molecule with the formula C24H32N2O3S2 in a non-equilibrium geometry from OMol25. Energies are from the ωB97M-V functional and the def2-TZVPD basis.

As for the charge: 0. The HOMO energy is -8.185 eV. Its structure (SMILES) is Cc1ccc(C)c(NS(=O)(=O)c2cc(C(=O)NCCSC3CCCCC3)ccc2C)c1. The LUMO energy comes out at -0.03 eV. For the energy above the lowest of the compared OMol25 structures with the same formula, charge and spin, the calculation gives 21.4646 eV. For the HOMO-LUMO gap, the calculation gives 8.2 eV. The calculation puts the energy at -56180.64233 eV.

Last column: Mulliken charge in e.
Geometry (Å):
C 0.29 -0.96 2.81  -1.98
C 1.01 -1.61 1.52  1.02
C 2.31 -1.17 1.11  0.50
C 2.79 -1.84 -0.02  -0.52
C 2.07 -2.93 -0.91  0.89
C 0.71 -3.19 -0.31  -0.93
C 0.08 -2.66 0.92  -1.14
H -0.85 -2.81 0.91  0.77
H 0.16 -3.80 -1.04  0.23
C 2.71 -3.39 -1.99  -2.17
H 1.92 -3.83 -2.45  0.49
H 3.47 -3.80 -1.84  0.76
H 2.95 -2.73 -2.80  0.44
N 4.05 -1.26 -0.30  -0.24
S 3.99 0.02 -1.43  1.25
O 3.10 -0.20 -2.33  -0.47
O 5.40 0.24 -1.49  -0.73
C 3.14 1.16 -0.15  -0.46
C 1.98 1.61 -0.63  -0.03
C 1.10 2.41 0.35  0.12
C 1.68 2.89 1.29  0.94
C 2.91 2.69 1.85  -1.34
C 3.79 1.85 0.96  0.79
C 5.13 1.41 1.43  -1.75
H 5.54 2.12 1.86  0.75
H 5.32 0.33 1.50  0.28
H 5.86 1.32 0.40  0.25
H 3.51 3.18 2.56  0.53
H 1.06 3.50 2.13  0.10
C -0.26 2.67 0.00  -0.02
O -1.11 3.02 0.75  -0.62
N -0.59 2.79 -1.52  -0.04
H 0.19 2.63 -2.03  0.17
C -1.92 2.84 -1.93  -0.55
C -2.36 1.66 -2.68  -0.81
H -1.57 1.71 -3.44  0.41
H -3.29 1.88 -3.30  0.35
S -2.37 0.25 -1.38  0.02
C -3.97 0.55 -0.71  -1.11
C -4.98 -0.56 -0.83  -1.53
C -4.22 -2.02 -0.10  -0.65
C -4.21 -1.62 1.47  -1.36
C -3.22 -0.55 1.45  1.07
C -3.73 0.61 0.78  -1.62
H -3.07 1.63 0.81  -0.10
H -4.46 0.97 1.23  1.20
H -2.87 -0.43 2.52  0.43
H -2.03 -0.89 1.00  -0.57
H -3.62 -2.49 1.59  0.28
H -5.15 -1.41 1.76  0.59
H -4.95 -2.73 -0.45  0.48
H -3.32 -2.14 -0.78  0.29
H -4.82 -0.81 -2.09  0.11
H -5.78 -0.54 -0.39  0.97
H -4.28 1.33 -1.06  1.47
H -2.51 3.24 -0.84  0.19
H -1.96 3.78 -2.64  0.34
H 1.38 1.02 -1.38  0.36
H 4.62 -1.95 -0.78  0.47
H 2.86 -0.57 2.03  0.13
H -0.08 -0.04 2.37  0.26
H -0.54 -1.56 3.20  0.27
H 1.03 -0.82 3.45  0.77

[3]
Here is one molecule with the formula C24H32N2O4 from OMol25. Energies are from the ωB97M-V functional and the def2-TZVPD basis.

As for the charge: 0. The HOMO energy is -7.923 eV. Its structure (SMILES) is CCOc1ccccc1CN1CCC(Oc2cccc(C(=O)NCCOC)c2)CC1. The LUMO energy comes out at 0.67 eV. For the energy above the lowest of the compared OMol25 structures with the same formula, charge and spin, the calculation gives 2.4110 eV. For the HOMO-LUMO gap, the calculation gives 8.6 eV. The calculation puts the energy at -36577.30902 eV.

Last column: Mulliken charge in e.
Geometry (Å):
C -0.06 2.71 2.13  -0.50
C -0.55 3.51 0.93  -0.61
O -1.52 2.83 0.16  -0.41
C -1.15 1.87 -0.73  0.57
C 0.16 1.50 -0.99  -0.42
C 0.44 0.53 -1.95  -0.60
C -0.59 -0.07 -2.65  -0.73
C -1.90 0.30 -2.39  -0.57
C -2.20 1.24 -1.43  1.36
C -3.64 1.62 -1.14  -1.98
N -4.36 0.85 -0.14  0.33
C -3.87 0.92 1.22  -1.53
C -2.75 -0.09 1.54  1.05
H -1.87 0.14 0.93  -0.85
H -2.48 -0.02 2.59  0.48
C -3.23 -1.51 1.22  -0.36
C -3.69 -1.57 -0.23  0.26
C -4.76 -0.49 -0.49  -1.35
H -5.06 -0.51 -1.54  0.44
H -5.64 -0.73 0.12  0.42
H -2.84 -1.40 -0.89  -0.26
H -4.11 -2.56 -0.45  0.47
O -2.24 -2.51 1.51  -0.56
C -1.10 -2.49 0.75  0.20
C -0.99 -3.34 -0.35  -0.31
C 0.17 -3.36 -1.10  -1.10
C 1.24 -2.55 -0.77  -0.81
C 1.15 -1.72 0.35  1.01
C -0.02 -1.69 1.10  0.00
H -0.07 -1.05 1.96  0.46
C 2.25 -0.79 0.75  0.23
O 2.04 0.26 1.32  -0.72
N 3.50 -1.22 0.46  -0.17
H 3.63 -2.11 0.00  0.29
C 4.67 -0.41 0.69  -0.78
C 5.25 0.12 -0.64  -0.22
O 6.28 1.06 -0.48  -0.40
C 7.50 0.53 -0.02  -0.68
H 8.23 1.34 -0.11  0.27
H 7.82 -0.32 -0.63  0.30
H 7.44 0.22 1.03  0.27
H 4.46 0.64 -1.19  0.11
H 5.60 -0.73 -1.25  0.34
H 4.36 0.44 1.30  0.31
H 5.42 -0.99 1.23  0.42
H 2.11 -2.55 -1.40  0.31
H 0.23 -4.01 -1.96  0.41
H -1.82 -3.98 -0.60  0.48
H -4.05 -1.78 1.89  0.34
H -3.51 1.93 1.40  0.47
H -4.72 0.72 1.88  0.47
H -3.67 2.66 -0.80  0.44
H -4.22 1.54 -2.06  0.58
H -2.70 -0.15 -2.95  0.34
H -0.37 -0.82 -3.40  0.42
H 1.46 0.26 -2.14  0.39
H 0.98 1.94 -0.46  0.30
H 0.29 3.83 0.30  0.38
H -1.08 4.41 1.27  0.40
H -0.91 2.38 2.72  0.21
H 0.57 3.34 2.75  0.42
H 0.51 1.84 1.83  -0.04

[4]
Here is one molecule with the formula C24H32N2OS from OMol25. Energies are from the ωB97M-V functional and the def2-TZVPD basis.

As for the charge: 0. The HOMO energy is -8.071 eV. Its structure (SMILES) is Cc1ccc(SC[C@H](c2ccccc2)N2CCN(CC(C)C)CCC2=O)cc1. The LUMO energy comes out at 0.66 eV. For the energy above the lowest of the compared OMol25 structures with the same formula, charge and spin, the calculation gives 0.0000 eV. For the HOMO-LUMO gap, the calculation gives 8.7 eV. The calculation puts the energy at -41271.20018 eV.

Last column: Mulliken charge in e.
Geometry (Å):
C 4.97 2.68 -0.68  -1.63
C 4.34 1.36 -0.36  0.74
C 4.16 0.97 0.96  -0.43
C 3.57 -0.24 1.27  -0.49
C 3.14 -1.08 0.26  0.36
C 3.33 -0.72 -1.07  -0.35
C 3.91 0.50 -1.37  -0.65
H 4.05 0.78 -2.41  0.31
H 3.03 -1.38 -1.86  0.47
S 2.43 -2.65 0.70  -0.30
C 0.85 -2.62 -0.23  -0.77
C -0.13 -1.59 0.34  -0.53
N 0.17 -0.24 -0.11  0.87
C 0.48 0.70 0.82  0.73
O 0.53 0.46 2.01  -0.73
C 0.84 2.08 0.28  -0.48
H 1.71 1.96 -0.37  -0.25
H 1.14 2.67 1.14  0.63
C -0.31 2.80 -0.49  -1.22
N -1.47 2.01 -0.80  0.51
C -1.24 0.97 -1.77  -1.47
H -1.12 1.43 -2.75  0.38
C 0.02 0.11 -1.50  -0.88
H -0.06 -0.81 -2.09  0.66
H 0.91 0.64 -1.84  0.45
H -2.12 0.33 -1.80  0.48
C -2.32 1.70 0.34  -0.47
H -2.79 0.72 0.19  -0.21
C -3.44 2.75 0.48  0.75
C -4.33 2.73 -0.76  -1.59
H -3.73 2.90 -1.65  0.37
H -5.09 3.51 -0.70  0.47
H -4.83 1.77 -0.86  0.26
C -4.26 2.46 1.74  -1.56
H -5.05 3.20 1.86  0.45
H -3.62 2.48 2.62  0.42
H -4.72 1.48 1.67  0.26
H -2.99 3.74 0.57  0.27
H -1.75 1.66 1.27  0.35
H 0.08 3.20 -1.43  0.47
H -0.65 3.65 0.11  0.23
C -1.57 -1.94 0.05  0.11
C -2.53 -1.63 1.01  -0.29
C -3.87 -1.89 0.78  -0.50
C -4.27 -2.46 -0.41  -0.63
C -3.33 -2.78 -1.37  -0.77
C -1.99 -2.53 -1.14  -0.21
H -1.26 -2.80 -1.89  0.32
H -3.63 -3.24 -2.30  0.41
H -5.32 -2.66 -0.60  0.41
H -4.61 -1.65 1.54  0.46
H -2.22 -1.19 1.95  0.33
H 0.01 -1.56 1.43  0.86
H 1.08 -2.45 -1.28  0.21
H 0.45 -3.62 -0.10  0.52
H 3.42 -0.53 2.30  0.40
H 4.49 1.62 1.75  0.40
H 5.99 2.71 -0.30  0.41
H 5.00 2.84 -1.76  0.36
H 4.42 3.49 -0.22  0.31

[5]
Here is one molecule with the formula C24H32N4O2S2 from OMol25. Energies are from the ωB97M-V functional and the def2-TZVPD basis.

As for the charge: 0. The HOMO energy is -7.826 eV. Its structure (SMILES) is COc1ccccc1NC(=S)NC[C@H]1CC[C@H](CNC(=S)Nc2ccccc2OC)CC1. The LUMO energy comes out at 0.52 eV. For the energy above the lowest of the compared OMol25 structures with the same formula, charge and spin, the calculation gives 0.0000 eV. For the HOMO-LUMO gap, the calculation gives 8.4 eV. The calculation puts the energy at -57134.61725 eV.

Last column: Mulliken charge in e.
Geometry (Å):
C 1.60 2.04 0.26  -0.63
H 2.44 2.63 -0.13  0.43
O 0.38 2.74 0.12  -0.42
C -0.05 3.03 -1.14  0.92
C 0.58 2.65 -2.32  -0.72
C 0.03 2.99 -3.54  -0.73
C -1.14 3.73 -3.61  -0.62
C -1.77 4.12 -2.44  -0.09
C -1.24 3.77 -1.21  -0.35
N -1.90 4.12 -0.01  -0.11
C -3.03 3.48 0.43  0.15
N -3.78 2.85 -0.50  -0.03
H -3.39 2.84 -1.43  0.30
C -4.58 1.69 -0.18  -1.88
H -5.45 1.67 -0.85  0.43
H -4.93 1.82 0.85  0.60
C -3.79 0.38 -0.31  0.65
C -2.62 0.34 0.67  -0.29
C -1.83 -0.96 0.55  -0.57
C -1.32 -1.13 -0.88  2.55
C -2.50 -1.14 -1.85  -1.49
C -3.28 0.16 -1.74  -0.28
H -4.12 0.15 -2.43  0.26
H -2.62 0.98 -2.03  0.03
H -2.14 -1.27 -2.87  0.53
H -3.15 -1.99 -1.61  0.34
H -0.67 -0.28 -1.13  -0.46
C -0.47 -2.40 -1.04  -2.40
N 0.70 -2.40 -0.20  0.09
C 1.82 -1.74 -0.52  0.17
N 2.86 -1.74 0.37  0.03
C 2.93 -2.24 1.67  -0.17
C 1.89 -2.11 2.58  -0.17
C 2.03 -2.62 3.87  -0.87
C 3.20 -3.24 4.25  -0.69
C 4.26 -3.34 3.36  -0.58
C 4.14 -2.84 2.07  0.81
O 5.11 -2.88 1.11  -0.42
C 6.36 -3.43 1.45  -0.93
H 6.83 -2.88 2.27  0.38
H 6.97 -3.33 0.55  0.25
H 6.28 -4.48 1.72  0.37
H 5.17 -3.81 3.68  0.40
H 3.31 -3.63 5.24  0.38
H 1.21 -2.51 4.57  0.42
H 0.99 -1.58 2.31  0.64
H 3.75 -1.48 -0.04  0.32
S 2.02 -0.94 -1.96  -0.44
H 0.67 -2.91 0.67  0.42
H -0.15 -2.48 -2.08  0.44
H -1.07 -3.28 -0.79  0.45
H -1.00 -0.94 1.25  -0.25
H -2.47 -1.81 0.81  0.33
H -2.99 0.46 1.69  0.44
H -1.94 1.17 0.47  -0.28
H -4.48 -0.44 -0.06  0.36
S -3.46 3.59 2.02  -0.40
H -1.30 4.43 0.75  0.34
H -2.67 4.71 -2.48  0.53
H -1.56 4.00 -4.57  0.40
H 0.52 2.67 -4.45  0.42
H 1.48 2.05 -2.30  0.46
H 1.73 1.89 1.33  0.25
H 1.58 1.08 -0.25  -0.01

[6]
Here is one molecule with the formula C24H32N6O4 in a non-equilibrium geometry from OMol25. Energies are from the ωB97M-V functional and the def2-TZVPD basis.

As for the charge: 0. The HOMO energy is -7.562 eV. Its structure (SMILES) is CCCOCCn1c(=O)c(N2CCN(CCO)CC2)nc2cnc(-c3ccc(OC)nc3)cc21. The LUMO energy comes out at 0.18 eV. For the energy above the lowest of the compared OMol25 structures with the same formula, charge and spin, the calculation gives 4.2044 eV. For the HOMO-LUMO gap, the calculation gives 7.7 eV. The calculation puts the energy at -42538.09691 eV.

Last column: Mulliken charge in e.
Geometry (Å):
C -2.31 -4.97 -0.08  -1.04
C -1.69 -4.27 -1.28  -0.31
C -0.18 -4.12 -1.15  -0.72
O 0.09 -3.22 -0.10  -0.04
C 1.45 -2.91 0.07  -0.55
C 1.59 -1.83 1.15  -1.42
N 1.12 -0.54 0.69  0.05
C 2.07 0.30 0.16  0.90
O 3.24 -0.06 0.09  -0.71
C 1.57 1.62 -0.30  0.22
N 0.30 1.93 -0.31  -0.48
C -0.60 1.03 0.15  -0.09
C -1.97 1.33 0.11  -0.50
N -2.91 0.53 0.54  -0.64
C -2.56 -0.65 1.08  -0.40
C -1.23 -1.05 1.19  -0.27
C -0.23 -0.22 0.70  1.14
H -1.00 -2.02 1.58  0.08
C -3.65 -1.51 1.52  1.01
C -3.50 -2.51 2.47  -0.76
N -4.47 -3.33 2.85  -0.49
C -5.67 -3.18 2.30  0.55
C -5.95 -2.19 1.35  -0.58
C -4.93 -1.35 0.96  -0.68
H -5.09 -0.57 0.24  0.49
H -6.95 -2.11 0.95  0.45
O -6.66 -4.01 2.66  -0.39
C -6.33 -5.00 3.62  -0.64
H -5.53 -5.65 3.24  0.28
H -7.24 -5.57 3.79  0.25
H -5.99 -4.53 4.55  0.29
H -2.56 -2.67 2.99  0.50
H -2.29 2.27 -0.31  0.45
N 2.43 2.55 -0.76  0.21
C 1.87 3.78 -1.30  -0.66
H 0.93 3.54 -1.80  0.57
H 1.64 4.47 -0.48  0.19
C 2.86 4.40 -2.28  -1.05
N 4.13 4.75 -1.65  0.34
C 4.42 3.90 -0.51  -1.07
H 3.99 4.31 0.42  0.38
H 5.51 3.85 -0.38  0.49
C 3.87 2.50 -0.72  -0.73
H 4.26 2.08 -1.66  0.16
H 4.20 1.85 0.09  0.50
C 4.29 6.17 -1.35  -0.58
H 3.39 6.62 -0.91  0.31
C 4.68 6.92 -2.63  -0.45
O 5.84 6.36 -3.20  -0.55
H 5.73 5.40 -3.16  0.35
H 3.85 6.89 -3.35  0.23
H 4.91 7.96 -2.40  0.38
H 5.12 6.26 -0.64  0.44
H 2.41 5.30 -2.72  0.45
H 3.06 3.69 -3.09  0.21
H 1.04 -2.12 2.05  0.36
H 2.65 -1.72 1.39  0.59
H 1.88 -2.54 -0.87  0.46
H 2.01 -3.81 0.38  0.35
H 0.25 -3.73 -2.09  0.35
H 0.29 -5.09 -0.94  0.32
H -2.12 -3.27 -1.38  0.21
H -1.91 -4.83 -2.19  0.40
H -1.92 -5.98 0.01  0.41
H -2.08 -4.42 0.83  0.16
H -3.39 -5.02 -0.18  0.31

[7]
Here is C24H32NOPPdS2Si as an isolated structure in a non-equilibrium geometry from OMol25. Energies are from the ωB97M-V functional and the def2-TZVPD basis.

The expectation value of S² is 6.0213. As for the charge: +2. The HOMO energy (alpha / beta) is -13.236 / -14.658 eV. Its multiplicity is 5. The LUMO energy (alpha / beta) comes out at -5.30 / -9.31 eV. For the energy above the lowest of the compared OMol25 structures with the same formula, charge and spin, the calculation gives 1.0474 eV. For the HOMO-LUMO gap (alpha / beta), the calculation gives 7.9 / 5.4 eV. The calculation puts the energy at -71244.68831 eV.

Last column: Löwdin spin population.
Geometry (Å):
Pd -0.48 0.93 -0.03  1.35
C 5.99 1.25 0.18  0.00
C 4.52 0.99 0.07  0.00
C 3.84 1.07 -1.14  0.00
C 2.48 0.84 -1.19  0.02
N 1.78 0.53 -0.10  0.14
C 2.41 0.44 1.08  0.02
C 3.77 0.65 1.20  0.01
H 6.41 1.52 -0.78  0.00
H 6.50 0.37 0.56  0.00
H 6.17 2.06 0.88  0.00
H 4.37 1.33 -2.05  0.00
H 1.94 0.92 -2.12  0.00
H 1.81 0.20 1.94  0.00
H 4.24 0.57 2.17  0.00
C -0.22 3.77 -2.12  0.08
Si -0.21 3.38 -0.26  0.38
C -1.53 4.34 0.71  0.06
C 1.44 3.79 0.59  0.07
H -0.20 4.86 -2.22  0.02
H -1.11 3.40 -2.63  0.00
H 0.67 3.37 -2.62  0.00
H -1.20 5.37 0.80  0.01
H -1.64 3.93 1.72  0.00
H -2.50 4.32 0.22  0.00
H 1.50 4.88 0.64  0.01
H 2.31 3.42 0.06  0.00
H 1.46 3.40 1.62  0.00
C -2.94 -1.88 0.12  0.04
P -1.19 -1.38 0.16  0.28
C -0.46 -2.08 -1.34  0.04
C -0.13 -1.22 -2.39  0.02
C 0.43 -1.71 -3.55  0.00
C 0.65 -3.08 -3.68  0.00
C 0.30 -3.95 -2.65  0.00
C -0.25 -3.46 -1.48  0.01
C -0.44 -2.22 1.56  0.05
C -1.17 -2.49 2.72  0.03
C -0.55 -3.15 3.77  0.00
C 0.79 -3.52 3.68  0.05
C 1.51 -3.24 2.53  0.00
C 0.91 -2.57 1.47  0.04
H -2.98 -2.97 0.01  0.01
H -3.41 -1.42 -0.75  0.00
H -3.45 -1.57 1.02  0.00
H -0.35 -0.15 -2.29  0.02
H 0.69 -1.05 -4.37  0.00
H 1.09 -3.47 -4.59  0.00
H 0.46 -5.01 -2.76  0.00
H -0.52 -4.13 -0.68  0.00
H -2.21 -2.22 2.81  0.00
H -1.11 -3.39 4.66  0.00
H 1.27 -4.01 4.51  0.00
H 2.55 -3.54 2.45  0.00
H 1.47 -2.35 0.57  0.00
C -6.71 0.14 0.10  0.02
O -5.43 0.24 0.77  0.01
C -4.56 1.10 0.35  0.05
S -4.65 2.18 -0.91  0.58
S -3.08 1.35 1.16  0.54
H -7.06 -0.87 0.26  0.00
H -6.61 0.35 -0.96  0.01
H -7.41 0.85 0.54  0.00

Q: energy of number 2 (C24H32N2O3S2)?
A: -56180.64233 eV

Q: charge of number 6 (C24H32N6O4)?
A: 0